1.
Here is a molecular structure, C35H61As2N6O8ScSi4Te from the OMol25 dataset. Energies are from wB97M-V/def2-TZVPD.

Properties
Charge: +2
Energy relative to the best compared isomer or geometry (same formula, charge and spin): 575.6 kJ/mol
2S+1: 1

Each line ends with the Löwdin charge.
CARTESIAN COORDINATES (ANGSTROEM)
Te: 1.007946 1.933591 -1.277997  0.53
As: -1.319564 -4.498745 -2.322126  1.36
As: 1.334137 -3.729212 -0.679163  1.47
Sc: -0.284524 -0.239568 0.040971  0.74
Si: 2.235822 5.218427 0.668792  0.38
Si: -1.385574 4.210493 1.268670  0.38
Si: 0.294427 4.262478 -0.428990  0.13
Si: -0.542645 5.198642 -2.355738  0.31
O: 0.708550 -4.993555 1.976982  0.09
O: -1.230682 -1.973878 0.766684  -0.06
O: -1.838078 -7.875774 -1.099250  0.00
O: 1.321005 -1.083149 -3.178878  -0.13
O: -0.674970 -1.469668 -4.027340  0.14
O: -1.767092 -4.118493 0.865771  -0.01
O: -1.613473 -6.867863 0.886402  0.18
O: 1.423141 -6.986360 1.252132  0.02
N: -6.450634 0.642137 2.359764  0.20
N: 2.655407 0.581712 3.348114  -0.07
N: 2.337703 -1.780276 3.359448  -0.08
N: -2.349347 0.595011 -0.142161  -0.04
N: 3.788610 -0.714421 1.682322  -0.06
N: 1.348324 -0.415099 1.573314  -0.15
C: -4.601492 0.582739 0.522897  -0.17
C: -0.988845 3.040532 2.736541  -0.21
C: -1.432399 -6.873235 -0.289270  -0.48
C: 1.925907 -4.314976 -2.521651  -0.22
C: 0.468568 -5.388087 -0.305305  -0.36
C: 2.424111 4.699127 2.473737  -0.21
C: -4.118217 0.361773 -1.782993  -0.01
C: 0.884041 -5.820014 1.089742  -0.52
C: 1.222941 -1.673093 2.535002  -0.16
C: -3.249124 -4.892563 -1.879584  -0.22
C: 2.083173 7.064924 0.278114  -0.22
C: -0.185971 -1.889446 -1.644488  -0.05
C: 1.489765 0.710104 2.536722  -0.22
C: -0.610456 -3.115939 -1.074085  -0.61
C: -5.552132 0.690510 1.619963  -0.13
C: 3.851186 4.707123 -0.174616  -0.23
C: 3.537023 -1.936236 2.501300  -0.11
C: 2.653927 -0.548235 0.811335  -0.21
C: 2.505917 -0.605641 4.195821  -0.15
C: -1.338978 5.932057 2.050213  -0.19
C: 0.057269 -1.510758 -3.089951  -0.61
C: -3.139377 4.039938 0.572019  -0.19
C: -1.083146 6.862147 -1.733927  -0.22
C: -0.608957 -5.736275 -0.947928  -0.32
C: -1.982029 4.221400 -3.206807  -0.17
C: 1.995832 -0.905316 -4.553307  0.09
C: -5.026661 0.401121 -0.810326  0.02
C: -1.362988 -3.080936 0.206318  -0.46
C: -2.738307 0.545696 -1.448099  -0.07
C: 3.930006 0.405747 2.578562  -0.12
C: -2.058129 -4.026450 2.244646  0.03
C: -1.560441 -7.815325 -2.478976  -0.07
C: -3.272246 0.596431 0.803463  -0.11
C: 0.865616 5.359623 -3.560090  -0.22
C: 1.788881 -7.942543 0.275158  0.00
H: -1.544560 3.505295 -3.926691  0.04
H: -2.037306 -8.733143 -2.802445  0.11
H: 1.713981 -0.453542 4.874979  0.12
H: 1.038383 -2.539097 1.922751  0.06
H: -3.290678 -5.478318 -0.936648  0.05
H: -0.619232 6.486199 1.490431  -0.01
H: 2.478313 -3.407573 -2.784095  0.01
H: 4.141786 1.367975 1.989933  0.16
H: -1.305325 2.002305 2.684038  -0.01
H: -2.238615 6.488241 2.102079  0.03
H: 3.321765 -0.826146 4.911723  0.15
H: 0.640914 5.999277 -4.382132  0.03
H: -1.039423 5.779217 3.095986  0.04
H: 2.577499 -5.141204 -2.343408  0.03
H: 1.204900 7.508223 0.622086  -0.02
H: 3.306299 -2.810024 1.923528  0.11
H: 2.758539 0.267757 0.200118  0.01
H: 1.384869 -7.751366 -0.683229  0.06
H: 4.053626 3.625929 -0.005964  0.02
H: 1.707008 5.892165 -3.147700  0.02
H: -1.578183 -4.892182 2.621178  0.09
H: 1.659931 1.584375 1.864078  0.09
H: -4.404042 0.056692 -2.815744  0.15
H: -0.458760 -7.863868 -2.737514  0.13
H: 4.723180 0.227786 3.232171  0.11
H: 0.081927 3.080681 3.081976  0.03
H: -1.641096 3.461512 3.505808  0.04
H: 2.537190 0.012092 -4.442213  0.09
H: 4.347251 -2.246102 3.224946  0.16
H: 1.449159 -8.999154 0.745619  0.17
H: -3.140855 -4.080630 2.369501  0.13
H: -3.759284 3.729936 1.441758  0.05
H: 4.788358 5.263970 0.082733  0.06
H: -2.072736 -6.998314 -2.953227  0.04
H: 2.102637 7.225200 -0.819914  0.04
H: 0.706996 0.981387 3.276064  0.13
H: -6.088601 0.295021 -0.966118  0.14
H: -2.682676 4.821354 -3.648145  -0.01
H: 1.045189 4.364265 -3.974690  0.03
H: 2.522055 -1.399868 0.201935  0.05
H: -1.615558 -3.149030 2.713016  0.10
H: 0.311715 -1.492679 3.087142  0.13
H: -2.860937 0.574775 1.790140  0.13
H: 1.208968 -4.675078 -3.237226  0.01
H: -1.285008 7.675145 -2.458956  0.05
H: -3.474186 -5.580375 -2.721683  0.04
H: -3.875261 -4.032563 -1.889493  0.02
H: -3.426226 5.065718 0.392874  0.03
H: -0.327940 7.296468 -1.031137  0.02
H: 2.870099 7.703569 0.702016  0.05
H: 2.874325 -7.922517 0.341225  0.10
H: -3.159374 3.388560 -0.243125  -0.03
H: 1.773328 5.065504 3.264980  0.03
H: 1.187837 -0.904629 -5.301818  0.10
H: 3.474416 5.127200 2.703110  0.08
H: -2.567886 3.617726 -2.488809  0.00
H: 3.667062 4.799980 -1.255386  0.02
H: 2.665716 -1.769345 -4.657441  0.09
H: -2.043249 6.679650 -1.213028  0.03
H: -1.967419 0.458361 -2.221827  0.09
H: 2.406456 3.624930 2.562015  -0.02

Cartesian forces (eV/Å) of the 6 atoms listed first:
Te -0.6 -0.7 0.3
As -0.3 -1.0 -0.1
As 1.2 -0.5 -1.4
Sc 0.9 1.8 -0.3
Si 0.3 0.5 -0.6
Si 0.2 0.2 -0.1

---

2.
Here is 3 unconnected molecules or ions with the total composition C35H62F4N2O10PS from the OMol25 dataset. Energies are from wB97M-V/def2-TZVPD.

Properties
Charge: +1
2S+1: 1

Each line ends with the Löwdin charge.
CARTESIAN COORDINATES (ANGSTROEM)
S: -6.313033 4.304187 2.380167  0.74
P: 3.148681 -0.570082 -5.657262  0.91
F: -3.712480 0.932496 -1.156493  0.01
F: -7.078552 4.033693 -4.561424  0.05
F: -5.235147 4.820190 -3.469385  0.08
F: -6.540834 3.095633 -2.554246  0.06
O: -5.485058 5.485768 2.844166  -0.35
O: 4.351874 -1.767341 -5.348523  -0.33
O: -3.925072 2.097708 -3.897843  -0.14
O: 4.447696 0.231250 -2.794003  -0.09
O: -7.672805 4.386798 3.052812  -0.34
O: 1.161799 -4.401495 1.884393  -0.21
O: -2.479828 -2.386569 5.149199  -0.20
O: -6.618933 4.499596 0.727720  -0.19
O: -1.244685 -6.050275 1.456673  -0.18
O: -4.221052 -3.621878 7.182524  -0.19
N: 3.091832 0.297466 -2.815686  -0.07
N: 3.289393 0.963478 -0.435746  0.03
C: 2.895638 -0.623287 1.607764  -0.08
C: -1.451984 1.298706 -0.020562  -0.05
C: 4.667188 3.549502 -2.212175  -0.07
C: 5.043741 1.337301 -3.542730  -0.15
C: 6.600106 1.836950 -1.389113  -0.16
C: -3.862867 0.672670 -4.144636  -0.23
C: -2.290305 0.894999 -1.271753  -0.02
C: 1.879104 -1.412734 -6.798522  -0.29
C: 2.298998 -0.045793 -4.014907  -0.22
C: 2.400550 0.675592 -1.588144  -0.06
C: 0.726475 -0.003271 -3.993423  0.03
C: -1.142153 -4.667279 1.129083  -0.20
C: 6.870011 3.968915 0.250614  -0.11
C: -5.459373 2.663989 2.746154  -0.21
C: -2.417972 0.016120 -3.933725  -0.11
C: -5.160911 2.526991 -4.558493  -0.08
C: 0.114183 1.210871 -0.138990  0.06
C: -4.572667 2.228251 1.480259  -0.23
C: -3.313567 -3.522884 4.922758  -0.21
C: 3.568546 -0.423789 0.147823  -0.22
C: -3.402359 1.144303 1.852763  -0.16
C: -2.011165 1.801248 1.386860  -0.16
C: -1.368119 -2.688490 5.981410  -0.11
C: 0.852525 0.783769 -1.444542  -0.02
C: -1.648748 0.464155 -2.612486  -0.03
C: -1.287725 -6.267700 2.859802  -0.10
C: 8.566367 3.675254 -1.687142  -0.11
C: 0.288586 -4.286420 0.761299  -0.20
C: -4.222192 -2.376107 7.868172  -0.11
C: -0.063372 0.420714 -2.679837  -0.03
C: -4.558647 -3.484821 5.803672  -0.20
C: -5.961835 3.636978 -3.736450  -0.36
C: 5.791116 2.437010 -2.637904  -0.29
C: 1.929101 -5.599121 1.852240  -0.10
C: 7.611343 2.866725 -0.681197  -0.38
H: 4.305527 1.844527 -4.273748  0.12
H: 6.506256 3.002978 -3.353798  0.14
H: 3.683004 3.264545 -2.756416  0.07
H: 7.936067 4.415819 -2.316752  0.08
H: 6.814721 4.978247 -0.287789  0.08
H: -6.330707 1.926527 2.938926  0.13
H: 5.806744 1.564088 -0.586990  0.09
H: 1.137203 -1.983820 -6.111789  0.05
H: -4.957812 2.969377 -5.609933  0.16
H: 4.521476 3.498978 -1.074590  0.06
H: -2.537839 -1.125779 -3.917676  0.14
H: 9.261206 4.343332 -1.046183  0.09
H: -5.252335 -2.058904 8.054180  0.09
H: 7.114216 0.830666 -1.643187  0.13
H: -2.001393 2.958139 1.413847  0.14
H: 4.686238 -0.681318 0.135931  0.12
H: 4.949685 4.589481 -2.594633  0.09
H: -5.133882 -2.568371 5.632997  0.12
H: -5.897218 1.649459 -4.719071  0.15
H: 2.776866 1.458904 0.307739  0.09
H: -3.695179 -1.600401 7.307100  0.08
H: -0.618916 -3.247483 5.409502  0.08
H: -1.797880 0.277277 -4.877507  0.12
H: -3.625470 -3.485395 3.873337  0.12
H: 3.958755 -2.512873 -4.831821  0.07
H: 0.758992 1.473085 0.774588  0.10
H: -0.521389 -5.694645 3.389127  0.08
H: -3.718822 -2.513976 8.825372  0.09
H: 3.600217 -1.317695 2.193383  0.09
H: 5.856484 0.866388 -4.223938  0.15
H: -0.923342 -1.747918 6.311563  0.09
H: 1.315705 -6.470804 1.612727  0.09
H: 8.286227 2.249432 0.032378  0.14
H: -3.419349 0.923076 2.989480  0.12
H: -4.598729 0.089196 -3.465908  0.14
H: -2.753880 -4.452036 5.073146  0.11
H: 0.204253 -0.304252 -4.957893  0.07
H: -1.659372 -3.262981 6.864636  0.09
H: 1.913788 -1.200273 1.454169  0.07
H: -1.221368 1.487604 2.177218  0.12
H: -5.197184 -4.334575 5.545806  0.13
H: 2.381190 -2.097258 -7.562512  0.07
H: -1.784759 -4.496829 0.258693  0.12
H: 2.371281 -5.746669 2.837790  0.09
H: -2.278164 -5.999889 3.243422  0.08
H: 9.213588 3.024106 -2.367037  0.08
H: -5.243128 1.784693 0.652408  0.12
H: -4.840623 2.788278 3.697006  0.12
H: -3.566594 0.153259 1.295050  0.12
H: 5.837091 3.605159 0.624808  0.07
H: -1.516031 -4.044537 1.949237  0.12
H: 2.683984 0.362733 2.146788  0.08
H: -5.736802 4.517907 0.286991  0.07
H: 1.239090 -0.583452 -7.292187  0.06
H: 2.732734 -5.502267 1.116216  0.09
H: 0.653316 -4.889166 -0.077539  0.13
H: -1.116883 -7.329059 3.047468  0.10
H: 3.065580 -1.217543 -0.533028  0.12
H: -4.181673 0.419588 -5.232443  0.14
H: 0.303243 -3.236381 0.451818  0.11
H: -4.113831 3.186367 1.028606  0.10
H: 7.494418 4.143396 1.209936  0.09

Cartesian forces (eV/Å) of the 6 atoms listed first:
S -3.0 5.2 3.6
P 1.9 0.2 -0.7
F 3.6 -0.1 -0.4
F 2.7 -0.9 2.0
F -1.7 -3.0 -0.2
F 1.7 1.6 -2.4

---

Number 1: highest occupied orbital energy -11.89 eV, largest force on an atom 4.01 eV Å⁻¹, HOMO-LUMO gap 3.9 eV. Number 2: highest occupied orbital energy -10.90 eV, largest force on an atom 6.93 eV Å⁻¹, HOMO-LUMO gap 6.4 eV.